ORCA calculation (ωB97M-V with the def2-TZVPD basis set) on 3 unconnected molecules or ions with the total composition C17H40BN3O in a non-equilibrium geometry.

Its SMILES is C=CCB(N)CC=O.CCN(CC)CC.CCN(CC)CC. Its highest occupied orbital energy is -8.09 eV. As for the net charge: 0. For the LUMO energy, the calculation gives 0.57 eV. The gap between HOMO and LUMO comes out at 0.318 Eh. The value obtained for the energy is -936.0127 Ha.

Structure (XYZ):
```
62
C17H40BN3O, DFT ωB97M-V with the def2-TZVPD basis set
O 0.045 1.953 0.426
N 4.316 -2.762 0.304
N -4.767 4.107 0.379
N -2.181 -0.768 -0.549
C 5.978 -2.399 -1.617
C 3.205 -4.863 1.058
C -4.560 5.255 1.244
C -1.326 -3.794 -0.030
C -3.609 3.253 0.179
C -2.506 3.730 -0.776
C -0.900 -3.253 -1.181
C -0.485 1.086 1.075
C -0.050 -0.345 1.010
C 0.026 -2.046 -1.158
C -3.707 6.418 0.720
C 5.162 -2.677 1.483
C 6.492 -3.444 1.474
C -5.963 3.194 -1.600
C -5.527 4.423 -0.818
C 4.734 -1.961 -0.834
C 3.892 -4.099 -0.064
B -0.755 -1.042 -0.233
H -1.333 1.314 1.747
H -3.969 2.281 -0.173
H -2.643 6.186 0.738
H 6.853 -3.561 2.498
H 2.868 -5.821 0.661
H -1.253 -3.631 -2.133
H -3.171 3.049 1.160
H 3.167 -4.011 -0.879
H 4.873 -0.932 -0.493
H -6.575 3.500 -2.449
H -1.888 2.882 -1.071
H 0.097 -1.651 -2.174
H 6.900 -2.163 -1.087
H 2.333 -4.320 1.426
H 1.017 -2.294 -0.770
H 6.014 -1.870 -2.571
H -6.557 2.525 -0.975
H -3.854 7.294 1.356
H -5.116 2.635 -1.998
H 7.267 -2.915 0.921
H -0.378 -0.874 1.912
H -2.913 4.176 -1.686
H -0.689 -3.853 0.847
H -1.841 4.451 -0.306
H -2.801 -1.009 0.214
H -3.980 6.704 -0.296
H -4.982 5.096 -1.500
H 3.858 -5.082 1.903
H 5.972 -3.467 -1.837
H -6.422 4.966 -0.502
H 6.387 -4.442 1.048
H 4.720 -4.714 -0.451
H 4.577 -3.019 2.340
H 3.889 -1.925 -1.529
H -2.338 0.205 -0.793
H 5.355 -1.620 1.681
H -4.133 4.899 2.185
H -2.317 -4.220 0.066
H -5.549 5.646 1.502
H 1.038 -0.385 0.976
```

Atomic partial charges in e from the natural (NBO) method, atoms 1 to 2:
1. O -0.539
2. N -0.453